Molecular formula: C42H30Cl2F6N3O6P2S2Sc
Method: DFT, wB97M-V/def2-TZVPD

Structure (XYZ):
```
94
C42H30Cl2F6N3O6P2S2Sc | the Open Molecules 2025 dataset | wB97M-V/def2-TZVPD
Sc -0.946 -0.945 -1.371
C 0.322 -3.529 0.157
P -0.468 -2.105 1.145
C -1.283 -2.988 2.471
C -1.639 -2.261 3.624
C -2.407 -2.845 4.637
C -2.794 -4.188 4.551
C -2.386 -4.930 3.436
C -1.644 -4.357 2.399
C 0.996 -1.522 2.029
C 1.828 -2.436 2.708
C 2.976 -1.976 3.382
C 3.280 -0.607 3.425
C 2.437 0.300 2.768
C 1.302 -0.152 2.082
C 1.207 -2.884 -0.825
C 2.428 -3.389 -1.361
C 3.017 -2.341 -2.074
C 2.181 -1.190 -1.933
C 2.482 0.199 -2.313
P 2.693 1.102 -0.665
C 1.291 2.260 -0.840
C 1.362 3.630 -0.453
C 0.223 4.556 -0.487
C -1.979 4.297 -0.966
C -2.303 2.784 -1.142
C 0.016 1.674 -0.973
C 4.163 2.055 -1.016
C 4.300 2.929 -2.109
C 5.533 3.589 -2.325
C 6.618 3.374 -1.478
C 6.486 2.500 -0.383
C 5.275 1.842 -0.168
N 1.042 -1.564 -1.205
H 0.888 -4.241 0.784
H -0.443 -4.113 -0.369
H -1.282 -1.224 3.729
H -2.682 -2.231 5.498
H -3.379 -4.655 5.353
H -2.657 -5.981 3.343
H -1.369 -4.977 1.546
H 1.558 -3.494 2.711
H 3.618 -2.701 3.898
H 4.172 -0.260 3.960
H 2.637 1.366 2.806
H 0.658 0.572 1.585
H 2.845 -4.385 -1.200
H 3.988 -2.390 -2.581
H 3.441 0.239 -2.858
H 1.670 0.639 -2.902
H 2.327 4.039 -0.119
H 0.570 5.577 -0.259
H -2.775 5.054 -0.985
H -3.187 2.555 -1.750
H -0.397 1.195 -0.085
H 3.453 3.112 -2.761
H 5.620 4.271 -3.179
H 7.562 3.896 -1.653
H 7.328 2.305 0.292
H 5.160 1.155 0.682
F -5.352 1.395 -2.352
C -5.160 0.167 -2.925
F -6.389 -0.378 -3.172
F -4.497 0.351 -4.100
S -4.172 -0.906 -1.804
O -2.819 -0.241 -1.826
O -4.809 -1.005 -0.519
N -4.148 -2.274 -2.677
S -3.148 -3.342 -2.183
O -1.781 -2.750 -1.795
O -3.045 -4.484 -3.046
C -3.769 -3.876 -0.524
F -5.131 -3.902 -0.459
F -3.312 -5.118 -0.196
F -3.309 -3.006 0.451
Cl 0.838 3.259 -3.680
C -0.487 3.418 -2.648
C -0.710 4.620 -1.819
C -1.127 4.351 0.363
Cl -1.472 5.731 1.412
C -1.470 3.075 1.060
C -1.172 2.648 2.351
C -1.686 1.408 2.750
C -2.422 0.640 1.826
N -2.678 1.018 0.574
C -2.261 2.231 0.228
C -1.022 2.418 -1.899
O -0.521 0.986 -2.194
H -0.683 5.642 -2.237
H -0.597 3.289 3.028
H -1.513 1.003 3.752
H -2.829 -0.331 2.107
O -1.638 -1.092 -4.310
C -0.646 -1.151 -3.753
```

## Properties
2S+1: 1
Frontier orbital gap (spin up / spin down) (eV): 4.92 / 4.92
Highest occupied orbital energy (spin up / spin down) (Eh): -0.2110 / -0.2110
Relative energy (zero: lowest compared OMol25 entry of this formula, charge and spin) (kJ/mol): 138.7
Total energy (eV): -163090.0942

Molecular formula: C9H14
Method: DFT, wB97M-V/def2-TZVPD

Structure (XYZ):
```
23
C9H14 | the Open Molecules 2025 dataset | wB97M-V/def2-TZVPD
C 0.499 -1.404 -2.730
C -1.105 1.362 0.202
C -1.667 0.110 0.047
C -0.026 1.757 -0.605
C -1.160 -0.807 -0.904
C 0.475 0.827 -1.577
C -0.068 -0.421 -1.732
H -1.506 2.030 0.959
H -2.516 -0.176 0.665
H 0.407 2.743 -0.477
H -1.584 -1.804 -0.991
H 1.307 1.138 -2.209
H 0.333 -2.423 -2.374
H 1.583 -1.282 -2.821
H 0.058 -1.249 -3.718
C 1.461 0.052 2.555
C 0.841 -0.888 3.603
H 0.863 0.020 1.643
H 1.521 1.068 2.939
H 2.450 -0.322 2.282
H 0.809 -1.905 3.208
H 1.467 -0.883 4.497
H -0.188 -0.587 3.796
```

## Properties
Net charge: -1
2S+1: 2
Frontier orbital gap (spin up / spin down) (eV): 2.91 / 7.22
Highest occupied orbital energy (spin up / spin down) (Eh): 0.0376 / -0.1225
Relative energy (zero: lowest compared OMol25 entry of this formula, charge and spin) (kJ/mol): 5.1
Total energy (eV): -9558.7446

Molecular formula: C14H20Br12N
Method: DFT, wB97M-V/def2-TZVPD

Structure (XYZ):
```
47
C14H20Br12N | the Open Molecules 2025 dataset | wB97M-V/def2-TZVPD
C 3.254 -2.519 -0.592
C 2.291 -1.363 0.138
C 2.096 -0.179 -1.002
C 0.896 -2.144 0.534
C -0.347 -1.159 0.949
C -1.733 -1.397 0.094
C -2.845 -0.150 0.169
C -4.265 -0.277 -0.671
C -4.549 -1.651 -1.547
C -3.383 -2.803 -1.523
N -2.082 -2.622 -0.723
H 3.480 -2.172 -1.702
H 4.219 -2.765 0.031
H 2.678 -3.558 -0.709
H 2.913 -0.982 1.061
H 1.260 0.600 -0.747
H 3.116 0.431 -1.031
H 1.928 -0.630 -2.083
H 1.150 -2.834 1.469
H 0.642 -2.852 -0.369
H 0.006 -0.021 0.927
H -0.621 -1.364 2.092
H -2.651 0.825 0.819
H -5.113 0.534 -0.673
H -5.511 -1.866 -2.178
H -3.576 -3.803 -2.134
H -1.418 -3.445 -0.769
C -1.558 4.236 0.022
Br 0.378 4.358 0.174
Br -2.261 5.485 -1.292
Br -2.143 2.413 -0.325
H -1.973 4.525 0.993
C -4.780 8.696 -2.880
Br -4.598 8.517 -0.951
Br -3.565 7.513 -3.833
Br -6.622 8.461 -3.458
H -4.493 9.721 -3.134
C 2.189 -5.638 3.583
Br 3.677 -5.146 2.431
Br 0.474 -5.186 2.784
Br 2.270 -7.509 4.112
H 2.282 -5.043 4.498
C 5.837 0.980 1.386
Br 5.720 -0.960 1.480
Br 4.079 1.806 1.272
Br 6.889 1.714 2.848
H 6.365 1.223 0.458
```

## Properties
Net charge: +1
2S+1: 1
Frontier orbital gap (eV): 7.19
Highest occupied orbital energy (Eh): -0.4369
Total energy (eV): -856824.8912

Molecular formula: C5H6O2
Method: DFT, wB97M-V/def2-TZVPD

Structure (XYZ):
```
13
C5H6O2 | the Open Molecules 2025 dataset | wB97M-V/def2-TZVPD
O -2.592 -0.415 -0.957
C -1.579 -0.274 -0.335
C -0.826 0.921 0.327
C 0.403 0.064 0.068
C 1.820 0.372 0.103
O 1.117 0.342 -1.132
C -0.409 -1.221 -0.007
H -1.091 0.967 1.390
H -0.804 1.933 -0.083
H 2.134 1.373 0.398
H 2.545 -0.423 0.262
H -0.077 -1.928 -0.769
H -0.604 -1.730 0.944
```

## Properties
2S+1: 1
Frontier orbital gap (eV): 10.60
Highest occupied orbital energy (Eh): -0.3597
Relative energy (zero: lowest compared OMol25 entry of this formula, charge and spin) (kJ/mol): 214.3
Total energy (eV): -9374.8742